Below is a 11-piece molecular cluster, C39H56O33 overall at a distorted geometry, with properties calculated with ωB97M-V/def2-TZVPD.

Each line ends with the Löwdin charge.
Cartesian coordinates (Å):
C1 1.244 -4.185 0.162  -0.118
C2 2.545 -3.559 -0.348  -0.052
O1 3.370 -3.542 0.847  0.039
C3 2.873 -4.412 1.740  -0.577
O2 3.409 -4.839 2.713  0.158
O3 1.609 -4.763 1.414  0.068
H1 0.916 -4.992 -0.492  0.112
H2 0.348 -3.571 0.258  0.108
H3 2.446 -2.549 -0.724  0.134
H4 3.001 -4.283 -1.016  0.139
C4 -4.808 -2.247 4.826  -0.093
C5 -4.433 -2.728 3.415  -0.100
O4 -3.151 -2.125 3.216  0.037
C6 -3.000 -1.084 4.076  -0.572
O5 -2.070 -0.344 4.060  0.155
O6 -3.982 -1.083 4.991  0.067
H5 -4.541 -2.960 5.605  0.133
H6 -5.846 -1.941 4.909  0.130
H7 -5.158 -2.326 2.709  0.130
H8 -4.282 -3.801 3.386  0.134
C7 -2.872 -3.135 -4.053  -0.088
C8 -2.871 -2.423 -2.691  -0.094
O7 -1.556 -2.677 -2.197  0.051
C9 -0.980 -3.672 -2.907  -0.549
O8 0.033 -4.215 -2.607  0.171
O9 -1.715 -3.973 -3.996  0.081
H9 -2.821 -2.503 -4.937  0.122
H10 -3.763 -3.755 -4.156  0.132
H11 -3.651 -2.801 -2.033  0.136
H12 -2.966 -1.345 -2.808  0.098
C10 3.409 -2.973 6.089  -0.091
C11 2.638 -4.269 6.328  -0.087
O10 1.545 -4.192 5.407  0.072
C12 1.525 -3.001 4.799  -0.580
O11 0.641 -2.610 4.098  0.143
O12 2.536 -2.218 5.227  0.039
H13 4.391 -3.056 5.628  0.124
H14 3.526 -2.392 7.002  0.129
H15 2.238 -4.284 7.342  0.129
H16 3.180 -5.192 6.147  0.134
C13 -4.112 0.542 -4.422  -0.115
C14 -5.174 1.391 -5.157  -0.089
O13 -4.698 1.393 -6.496  0.062
C15 -3.701 0.480 -6.671  -0.571
O14 -3.289 0.170 -7.735  0.169
O15 -3.367 -0.050 -5.477  0.037
H17 -4.528 -0.289 -3.849  0.119
H18 -3.535 1.126 -3.703  0.106
H19 -5.254 2.391 -4.749  0.122
H20 -6.115 0.842 -5.113  0.133
C16 5.715 -1.009 3.715  -0.014
C17 5.283 -1.443 2.356  -0.296
C18 4.352 -0.473 1.635  -0.097
O16 4.920 -0.316 0.345  0.070
C19 6.125 -0.933 0.286  -0.563
O17 6.809 -0.969 -0.683  0.170
O18 6.428 -1.474 1.480  0.095
H21 4.931 -1.257 4.435  0.056
H22 5.965 0.045 3.790  0.097
H23 6.540 -1.612 4.102  0.098
H24 4.860 -2.444 2.352  0.131
H25 4.187 0.467 2.169  0.126
H26 3.353 -0.895 1.500  0.104
C20 -4.365 4.780 1.177  -0.015
C21 -4.507 4.627 -0.314  -0.273
C22 -3.863 3.370 -0.937  -0.108
O19 -4.779 2.982 -1.928  0.061
C23 -5.979 3.577 -1.715  -0.569
O20 -6.935 3.379 -2.391  0.167
O21 -5.912 4.399 -0.658  0.082
H27 -5.335 4.926 1.655  0.094
H28 -3.794 5.663 1.459  0.085
H29 -3.946 3.882 1.631  0.080
H30 -4.257 5.529 -0.875  0.155
H31 -3.740 2.650 -0.125  0.118
H32 -2.869 3.599 -1.315  0.130
C24 0.116 -0.408 1.450  -0.004
C25 -0.771 -0.729 0.276  -0.301
C26 -2.243 -0.364 0.471  -0.070
O22 -2.587 0.389 -0.697  0.047
C27 -1.486 0.629 -1.427  -0.568
O23 -1.428 1.362 -2.369  0.130
O24 -0.404 0.054 -0.871  0.104
H33 1.159 -0.553 1.181  0.075
H34 -0.141 -0.906 2.384  0.068
H35 -0.087 0.647 1.675  0.095
H36 -0.742 -1.778 -0.015  0.119
H37 -2.404 0.298 1.329  0.128
H38 -2.893 -1.217 0.655  0.128
C28 -0.017 1.008 -5.895  -0.014
C29 0.841 -0.160 -6.353  -0.317
C30 0.892 -0.252 -7.897  -0.066
O25 2.302 -0.339 -8.177  0.061
C31 3.016 -0.218 -7.042  -0.561
O26 4.196 -0.284 -6.971  0.174
O27 2.193 0.007 -5.981  0.089
H39 -0.313 0.855 -4.859  0.070
H40 -0.892 1.114 -6.539  0.072
H41 0.514 1.951 -6.037  0.093
H42 0.396 -1.083 -5.978  0.147
H43 0.522 0.635 -8.406  0.132
H44 0.443 -1.163 -8.280  0.132
C32 0.480 3.678 -2.846  -0.025
C33 1.214 5.016 -2.741  -0.297
C34 1.647 5.384 -1.314  -0.084
O28 3.045 5.079 -1.307  0.058
C35 3.492 4.938 -2.577  -0.566
O29 4.634 4.857 -2.870  0.180
O30 2.456 4.887 -3.442  0.083
H45 -0.598 3.814 -2.763  0.068
H46 0.775 2.903 -2.141  0.086
H47 0.699 3.329 -3.856  0.081
H48 0.572 5.754 -3.216  0.147
H49 1.152 4.775 -0.566  0.127
H50 1.584 6.461 -1.156  0.131
C36 1.539 1.115 4.233  -0.024
C37 2.437 1.635 5.309  -0.288
C38 1.812 1.603 6.723  -0.089
O31 2.806 1.005 7.544  0.068
C39 3.898 0.703 6.790  -0.570
O32 4.921 0.293 7.228  0.166
O33 3.589 0.773 5.480  0.055
H51 0.695 1.784 4.043  0.096
H52 1.206 0.102 4.451  0.082
H53 2.016 1.120 3.245  0.075
H54 2.869 2.618 5.114  0.154
H55 0.798 1.209 6.758  0.133
H56 1.707 2.645 7.049  0.130

Kohn-Sham gap: 10.0 eV
HOMO level: -10.44 eV
E_LUMO: -0.47 eV
structure (SMILES): C[C@H]1COC(=O)O1.C[C@H]1COC(=O)O1.C[C@H]1COC(=O)O1.C[C@H]1COC(=O)O1.C[C@H]1COC(=O)O1.C[C@H]1COC(=O)O1.O=C1OCCO1.O=C1OCCO1.O=C1OCCO1.O=C1OCCO1.O=C1OCCO1